[1]
This record from OMol25 describes one molecule with the formula H4O2Si at a distorted geometry. The level of theory is ωB97M-V with the def2-TZVPD basis set.

Total charge ... 0
HOMO level ... -0.3848 Eh

Geometry as XYZ:
```
7
Properties=species:S:1:pos:R:3:forces:R:3:mulliken_charge:R:1
O -1.723690 -0.278250 -0.141888 -0.81 0.41 1.84 -0.356
O -0.623905 0.657062 -0.226129 -1.95 0.86 -0.64 -0.197
Si 0.881543 0.021505 -0.107490 -0.49 -1.83 -0.62 0.568
H -2.249441 0.007008 0.702504 1.69 -0.41 -2.12 0.349
H 1.474891 -0.879429 -1.124843 -0.32 0.05 -0.18 -0.116
H 0.662885 -0.742136 1.059180 0.61 -0.77 1.41 -0.134
H 1.577720 1.214240 -0.161337 1.27 1.70 0.30 -0.115
```
Forces are in eV/Å.

[2]
This record from OMol25 describes one molecule with the formula C5H9P at a distorted geometry. The level of theory is ωB97M-V with the def2-TZVPD basis set.

Total charge ... 0
HOMO level ... -0.2982 Eh

Geometry as XYZ:
```
15
Properties=species:S:1:pos:R:3:forces:R:3:mulliken_charge:R:1
C -2.287331 0.936687 -0.160626 -0.03 -0.28 -0.11 -0.873
P -2.100464 -0.906825 -0.320756 2.56 0.74 -0.16 0.017
C -0.123212 -0.869239 0.309392 -0.48 -0.13 0.42 -0.454
C 0.953809 -1.841869 -0.009654 0.33 1.12 -0.05 -0.483
C 1.403872 -0.621303 -0.132404 -2.87 -1.44 -0.11 0.418
C 2.447555 0.345017 -0.447813 0.25 0.14 -0.06 -0.973
H -3.332013 1.231327 -0.194865 -0.13 0.05 0.00 0.347
H -1.766287 1.402560 -0.995537 -0.03 0.02 -0.04 0.252
H -1.839037 1.283403 0.765926 0.00 0.09 0.08 0.267
H -2.518367 -1.192463 0.993290 0.01 -0.14 0.14 0.022
H -0.279550 -0.688230 1.376385 0.10 0.04 -0.01 0.276
H 1.166427 -2.885732 -0.034538 0.17 -0.41 -0.02 0.352
H 3.402246 -0.179679 -0.500792 0.07 0.13 -0.06 0.286
H 2.504624 1.121813 0.315545 0.02 0.02 -0.04 0.281
H 2.250710 0.820834 -1.409302 0.02 0.05 0.01 0.263
```
Forces are in eV/Å.

[3]
This record from OMol25 describes a 7-piece molecular cluster, H14O7 overall at a distorted geometry. The level of theory is ωB97M-V with the def2-TZVPD basis set.

Total charge ... 0
HOMO level ... -0.3816 Eh

Geometry as XYZ:
```
21
Properties=species:S:1:pos:R:3:forces:R:3:mulliken_charge:R:1
O -0.974619 0.163048 -2.194000 -2.40 -0.34 -0.02 -0.625
H -0.986619 -0.743952 -2.487000 0.26 -0.19 -0.16 0.258
H -0.093619 0.470048 -2.112000 1.71 0.41 -0.06 0.401
O -0.995619 -2.337952 0.841000 -0.93 -1.68 -1.11 -0.700
H -1.336619 -2.142952 -0.053000 0.10 -0.10 0.66 0.323
H -0.523619 -1.554952 1.052000 1.17 1.72 0.26 0.470
O -0.213619 2.756048 1.214000 0.68 -0.57 -0.23 -0.607
H -1.090619 2.873048 1.530000 -1.23 0.29 0.39 0.287
H 0.188381 3.614048 1.189000 0.32 0.59 -0.04 0.275
O 0.158381 0.099048 0.833000 -0.46 0.39 0.59 -0.680
H -0.079619 1.018048 1.123000 0.78 -1.02 -0.69 0.395
H 1.022381 0.089048 0.407000 -0.24 0.50 0.50 0.317
O 1.541381 1.114048 -2.045000 1.42 -0.26 -0.58 -0.719
H 2.191381 0.977048 -2.776000 -0.95 0.34 0.68 0.297
H 1.922381 0.543048 -1.328000 -0.37 0.68 -0.73 0.440
O -3.081619 -1.032952 2.106000 0.46 2.08 -0.40 -0.636
H -2.208619 -1.331952 1.848000 0.32 -0.11 -0.36 0.345
H -3.450619 -1.811952 2.433000 -1.20 -1.90 0.90 0.276
O 2.492381 -0.609952 -0.390000 -0.51 -0.91 0.18 -0.743
H 2.092381 -1.445952 -0.683000 0.14 0.21 0.19 0.332
H 3.426381 -0.703952 -0.508000 0.95 -0.11 0.03 0.296
```
Forces are in eV/Å.

[4]
This record from OMol25 describes C33H25N4O2PRbS2 as an isolated structure at a distorted geometry. The level of theory is ωB97M-V with the def2-TZVPD basis set.

Total charge ... -1
HOMO level ... -0.1203 Eh

Geometry as XYZ:
```
68
Properties=species:S:1:pos:R:3:forces:R:3:mulliken_charge:R:1
Rb 1.056270 -1.056963 -0.043077 -0.16 0.61 -1.29 0.438
S 3.551789 0.544943 0.456746 -0.09 0.39 0.32 -0.498
C 4.901510 -0.124575 -0.385153 0.23 -0.14 -0.13 0.167
C 6.059349 0.663085 -0.478321 0.07 -0.09 -0.07 -0.877
C 7.216235 0.243342 -1.120218 -0.32 -0.34 -0.03 0.565
C 8.348792 1.103302 -1.175165 0.32 0.28 0.00 0.000
N 9.251990 1.818594 -1.208626 -0.06 -0.06 0.00 -0.606
C 7.239071 -1.037939 -1.705813 -0.32 0.20 0.21 0.554
C 6.101533 -1.832653 -1.626115 0.07 0.12 0.02 -1.044
C 4.922404 -1.422301 -0.990225 0.27 0.24 0.04 0.417
S 3.590229 -2.527511 -1.001274 -0.21 -0.51 -0.13 -0.747
C 8.396052 -1.530511 -2.370519 0.34 -0.17 -0.21 0.000
N 9.320672 -1.954288 -2.913247 -0.06 0.04 0.04 -0.615
H 6.033800 1.644108 -0.024203 0.02 0.01 0.01 0.434
H 6.117756 -2.814948 -2.077710 0.00 -0.01 0.00 0.433
O 0.612106 -1.526131 2.767573 0.16 -0.29 0.53 -0.427
N 0.056272 -0.283074 2.573480 0.16 -0.01 0.13 0.410
C -0.273959 0.319700 3.634020 0.11 -0.36 0.22 -1.171
C -0.808878 1.670493 3.540605 -0.22 0.70 -0.25 0.876
C -1.006196 2.392117 4.717185 0.09 -0.33 -0.12 -0.958
C -1.388373 3.719561 4.680598 -0.08 0.25 -0.01 -0.630
C -1.563208 4.348772 3.458315 0.02 -0.05 0.13 -0.827
C -1.403871 3.635420 2.277151 0.00 -0.04 0.02 -0.386
C -1.054740 2.290563 2.289189 0.18 -0.22 0.38 0.273
P -0.929642 1.276950 0.761178 -0.72 0.93 -0.66 0.732
C -2.468866 0.280661 0.985807 0.01 0.00 0.07 0.654
C -3.507000 0.629771 1.850349 0.02 -0.05 -0.04 -0.183
C -4.643288 -0.160471 1.945032 -0.05 0.00 0.03 -0.649
C -4.763372 -1.311148 1.179412 0.01 -0.04 -0.02 -0.657
C -3.740826 -1.666183 0.313211 -0.03 -0.07 -0.04 -0.344
C -2.605773 -0.875283 0.221603 0.07 0.07 0.04 -0.027
C -1.537575 2.501072 -0.490015 0.04 -0.04 0.10 -0.048
C -2.868354 2.792965 -0.784080 0.05 0.02 -0.01 0.190
C -3.183737 3.726022 -1.761832 -0.06 -0.01 0.00 -0.688
C -2.175352 4.381553 -2.454565 0.00 0.00 -0.01 -0.471
C -0.846905 4.097038 -2.172617 -0.01 0.05 -0.07 -0.692
C -0.531588 3.155296 -1.204064 -0.01 -0.03 0.08 -0.324
H 1.268477 -1.612839 2.057342 -0.03 -0.26 0.91 0.308
H -0.102485 -0.125699 4.613554 0.02 -0.02 -0.02 0.348
H -0.840805 1.897553 5.667690 0.03 0.02 0.00 0.401
H -1.536188 4.269447 5.601320 0.02 -0.02 0.00 0.390
H -1.832876 5.396426 3.420375 -0.01 0.00 -0.01 0.423
H -1.563183 4.144890 1.337134 -0.02 -0.04 -0.04 0.373
H -3.434415 1.527038 2.451515 0.01 0.01 0.01 0.382
H -5.442913 0.124430 2.618266 0.02 0.01 0.01 0.399
H -5.647381 -1.931611 1.257915 -0.01 0.02 0.01 0.381
H -3.823223 -2.564015 -0.288183 0.03 0.01 -0.01 0.454
H -1.812215 -1.163000 -0.454446 0.00 -0.06 -0.08 -0.259
H -3.662541 2.290242 -0.247169 -0.02 -0.01 0.00 0.365
H -4.221568 3.943727 -1.985089 0.01 -0.01 0.01 0.402
H -2.426864 5.106190 -3.219084 0.01 0.00 0.01 0.373
H -0.058946 4.601949 -2.717320 0.02 -0.02 0.02 0.431
H 0.506556 2.920258 -0.988266 0.01 0.01 -0.04 0.528
O 0.687966 -3.689750 0.230236 -0.03 -0.48 -0.19 -0.294
C -0.246696 -4.526245 -0.395371 0.00 -0.04 0.06 -0.834
C -0.912095 -3.918359 -1.613193 -0.01 0.09 -0.02 0.701
C -1.917741 -4.620458 -2.273803 -0.07 -0.04 -0.07 -0.770
C -2.534796 -4.042675 -3.367398 0.08 0.04 0.08 -0.339
C -2.118331 -2.782510 -3.778573 -0.05 -0.05 -0.04 -0.660
C -1.100877 -2.169629 -3.072001 0.00 0.03 -0.09 -0.317
N -0.511046 -2.714217 -2.007186 -0.08 -0.08 0.01 0.086
H 1.464673 -3.591198 -0.349890 0.21 -0.13 0.16 0.112
H -1.018846 -4.744110 0.347004 0.01 -0.02 0.00 0.331
H 0.201139 -5.484483 -0.686903 0.00 0.01 0.02 0.398
H -2.204647 -5.606633 -1.928284 0.00 0.01 0.01 0.402
H -3.326349 -4.560934 -3.893166 0.00 -0.02 0.00 0.407
H -2.570578 -2.292732 -4.629853 0.03 0.02 0.01 0.406
H -0.735531 -1.192403 -3.371791 -0.01 -0.01 0.02 0.397
```
Forces are in eV/Å.

[5]
This record from OMol25 describes C16H24LiNO15 as an isolated structure at a distorted geometry. The level of theory is ωB97M-V with the def2-TZVPD basis set.

Total charge ... 0
HOMO level ... -0.2561 Eh

Geometry as XYZ:
```
57
Properties=species:S:1:pos:R:3:forces:R:3:mulliken_charge:R:1
Li -1.266105 -0.933632 -1.027930 -0.18 0.19 0.22 1.107
N -2.810105 -2.261632 -2.217930 5.59 -0.27 2.06 1.005
O -2.980105 -2.181632 -0.960930 -2.03 -1.08 0.04 -0.622
O -2.523105 -3.322632 -2.783930 -2.41 -0.59 -0.27 -0.614
O -2.294105 -1.217632 -2.678930 -1.02 1.64 -2.02 -0.658
C -4.247105 4.583368 -2.207930 3.59 -0.35 -4.64 -1.256
C -4.429105 3.956368 -0.909930 -1.56 0.11 1.76 0.576
C -5.492105 2.862368 -0.878930 4.10 3.06 -5.49 -1.192
O -4.792105 1.715368 -0.826930 -7.46 -4.40 -2.18 -0.368
C -3.610105 1.890368 -0.684930 9.40 -4.31 0.20 0.483
O -2.762105 0.986368 -0.645930 -1.63 2.13 0.35 -0.562
O -3.306105 3.136368 -0.665930 2.32 4.08 1.22 -0.294
H -5.102105 5.030368 -2.684930 -0.22 1.20 0.53 0.405
H -4.065105 3.819368 -3.048930 -0.44 -0.03 1.47 0.314
H -3.151105 5.057368 -2.428930 -2.92 -0.09 1.23 0.266
H -4.746105 4.712368 -0.101930 1.38 -0.98 -0.80 0.211
H -6.285105 3.114368 -1.501930 -0.81 -0.84 -3.35 0.549
H -6.040105 2.841368 -0.158930 -5.55 0.40 9.76 0.685
C 4.430895 -0.366632 -3.680930 1.06 6.98 1.84 -1.502
C 3.103895 0.161368 -4.044930 0.45 4.17 -1.89 0.394
C 2.245895 -0.766632 -4.891930 3.54 -2.09 1.87 -0.532
O 1.153895 -0.915632 -4.047930 -2.81 -4.27 -6.17 -0.284
C 1.310895 -0.470632 -2.914930 -4.61 1.06 6.47 0.330
O 0.466895 -0.541632 -2.003930 2.52 0.12 -1.87 -0.280
O 2.380895 0.208368 -2.884930 2.26 2.33 3.91 -0.269
H 4.756895 0.236368 -2.742930 -0.30 -1.84 -1.41 0.235
H 5.143895 -0.296632 -4.422930 1.61 0.78 -1.75 0.459
H 4.207895 -1.290632 -3.694930 -0.61 -7.17 1.75 0.493
H 3.142895 1.308368 -4.358930 -0.03 -2.36 -0.09 0.320
H 2.930895 -1.751632 -4.991930 -2.22 1.69 -0.15 0.241
H 1.984895 -0.363632 -5.791930 -0.91 0.65 -2.44 0.333
C 2.456895 0.910368 4.452070 -1.62 4.22 2.26 -1.536
C 2.121895 1.662368 3.171070 -0.15 -2.43 0.23 0.612
C 3.030895 1.092368 1.992070 -1.44 -2.27 2.15 -0.887
O 2.157895 0.492368 1.077070 -0.42 0.10 0.28 -0.358
C 0.901895 0.669368 1.504070 -4.00 -1.89 -4.09 0.554
O -0.070105 0.325368 0.798070 3.03 1.27 2.90 -0.369
O 0.807895 1.211368 2.701070 0.72 1.02 0.81 -0.344
H 2.810895 0.035368 4.225070 2.03 -5.13 -1.61 0.534
H 1.648895 0.638368 5.213070 0.80 1.36 -0.99 0.308
H 3.333895 1.442368 4.874070 -0.70 -0.18 0.42 0.378
H 2.116895 2.752368 3.353070 -0.02 -0.56 -0.70 0.371
H 3.929895 0.472368 2.037070 -0.52 -0.88 1.61 0.355
H 3.475895 1.840368 1.584070 2.20 5.42 -3.17 0.457
C 1.509895 -3.039632 4.033070 3.39 -3.76 -5.98 -1.099
C 0.508895 -3.866632 3.214070 1.33 -0.28 3.34 0.407
C -0.844105 -3.301632 3.426070 -2.11 -3.05 0.71 -0.453
O -1.108105 -2.669632 2.219070 -3.90 2.27 2.43 -0.214
C -0.220105 -2.863632 1.375070 2.10 0.63 -7.97 0.464
O -0.261105 -2.439632 0.189070 0.73 -1.56 4.13 -0.489
O 0.746895 -3.676632 1.848070 0.64 -0.55 -0.45 -0.315
H 1.400895 -3.034632 5.021070 -0.40 -0.43 4.06 0.535
H 1.559895 -2.071632 3.649070 -0.03 1.75 -0.65 -0.045
H 2.490895 -3.620632 3.610070 -1.51 1.82 1.81 0.272
H 0.530895 -4.964632 3.612070 0.27 1.77 -1.40 0.296
H -0.983105 -2.613632 4.308070 -0.07 -0.98 -1.03 0.292
H -1.414105 -4.321632 3.402070 -0.48 2.41 0.75 0.299
```
Forces are in eV/Å.

[6]
This record from OMol25 describes a 2-piece molecular cluster, C9H14 overall at a distorted geometry. The level of theory is ωB97M-V with the def2-TZVPD basis set.

Total charge ... 0
HOMO level ... -0.3325 Eh

Geometry as XYZ:
```
23
Properties=species:S:1:pos:R:3:forces:R:3:mulliken_charge:R:1
C 3.326965 1.185216 2.307708 -0.30 -0.15 -0.34 -1.357
C 2.130051 0.590737 1.593016 0.21 0.28 0.37 0.915
C 1.301998 1.404761 0.829318 -0.15 -0.36 0.19 -0.448
C 0.114389 0.903596 0.314368 0.23 0.06 -0.28 -0.384
C -0.190799 -0.439506 0.441394 0.25 -0.11 -0.30 -0.250
C 0.678310 -1.283469 1.129272 -1.02 0.45 0.50 -0.595
C 1.780522 -0.745583 1.780120 0.33 -0.59 -1.18 -0.516
H 3.456835 2.226777 2.028895 0.03 0.11 -0.05 0.347
H 4.255458 0.659021 2.081502 -0.05 -0.09 0.15 0.320
H 3.123448 1.157951 3.376887 0.25 -0.06 0.11 0.309
H 1.606476 2.414033 0.600681 -0.08 0.24 0.21 0.287
H -0.540643 1.565596 -0.230428 -0.09 0.02 -0.18 0.366
H -1.025734 -0.849718 -0.114184 -0.16 -0.02 0.40 0.345
H 0.341299 -2.306974 1.275010 0.56 -0.04 -0.15 0.334
H 2.495412 -1.456405 2.171227 0.02 0.19 0.69 0.322
C -3.305080 -1.217374 -2.318461 0.28 -0.11 -0.21 -0.991
C -2.381830 -0.029211 -2.577510 -0.79 -0.19 0.34 -0.400
H -2.763417 -2.159219 -2.277640 0.15 -0.14 -0.30 0.291
H -3.798092 -1.162371 -1.349243 -0.28 0.29 -0.09 0.300
H -4.019651 -1.252616 -3.140740 -0.29 -0.28 0.29 0.337
H -1.583618 -0.028891 -1.846044 0.28 0.33 -0.20 -0.077
H -2.009937 -0.045563 -3.595812 0.33 -0.07 -0.04 0.298
H -2.992357 0.869205 -2.479342 0.28 0.22 0.09 0.246
```
Forces are in eV/Å.